The following is a quantum chemistry calculation of a structure of composition C6H17Mn2N2O13S2, from OMol25.

Output
Net charge: +1
Highest occupied orbital energy (alpha / beta) (eV): -12.97 / -13.05
E_tot (Eh): -4424.324141
Orbital gap (alpha / beta) (Ha): 0.28271 / 0.28392
2S+1: 11

The geometry in XYZ format:
```
42
Properties=species:S:1:pos:R:3:forces:R:3
Mn -2.40284 1.75587 0.32317 -0.7 -0.6 -1.5
Mn -2.57411 -1.60182 -0.94170 -1.2 3.1 0.0
S 0.80716 2.79773 -0.65408 2.7 1.9 -0.7
S 0.16964 -0.61606 2.61918 1.7 -0.8 2.0
O -6.32849 0.09251 0.21983 1.0 0.0 -0.1
O 1.57389 3.67798 0.23532 -1.8 -2.1 -1.8
O -0.57164 2.45627 -0.28887 1.2 0.2 0.1
O -1.03122 -1.41902 2.91167 2.0 1.7 -1.1
O -2.60820 -0.12637 -2.62504 -0.1 -4.3 -0.6
O 1.77327 1.48002 -0.93679 -2.6 0.9 0.8
O -1.73091 -0.09560 0.12949 0.6 -2.2 0.1
O 0.10474 0.73104 2.01526 -0.1 -2.8 0.6
O -1.88844 1.40660 -4.01497 -0.1 -1.2 0.0
O 1.24023 -1.53504 1.70362 -1.0 2.0 0.2
O -4.52416 -0.92652 -0.28056 1.5 -4.2 -1.4
O -4.43036 1.06318 0.24886 1.7 4.0 1.1
O -2.52689 1.83876 -2.05616 -0.4 3.0 2.4
N -5.12243 0.08178 0.06849 -2.8 -0.1 0.3
N -2.32466 1.03247 -2.94015 0.5 1.5 -0.6
C 0.74609 3.52787 -2.38229 0.1 -0.5 0.2
C 2.07148 -0.06182 -2.75450 -1.2 0.9 -0.5
C 1.21750 -0.46420 4.15982 -0.8 0.8 -0.4
C 2.57500 -3.63262 1.85277 0.6 0.5 -0.6
C 1.25192 -2.96543 1.88021 -2.3 -0.5 0.9
C 1.13024 0.32676 -1.58777 1.4 -0.9 -0.9
H 0.11302 0.52188 -1.92731 0.1 0.4 0.0
H 1.07256 -0.54677 -0.93837 0.1 0.5 0.8
H -0.99185 -0.34319 0.71858 -0.7 0.6 -0.7
H 1.65164 3.29419 -2.94218 0.3 -0.1 0.6
H -0.05132 3.09717 -2.98787 -0.4 -0.1 0.5
H 0.72591 0.20115 4.86957 -0.6 -0.1 -0.2
H 3.19924 -3.34132 2.69751 0.1 -0.2 -0.1
H 3.05636 -3.37422 0.90957 0.4 0.0 0.1
H 0.70896 -3.16088 2.80492 0.2 -0.2 0.3
H 1.89141 0.67946 -3.53307 0.3 0.1 -0.2
H 1.75632 -0.99305 -3.22523 0.1 -0.2 0.3
H 0.57638 -3.40171 1.14440 0.1 0.1 -0.4
H 1.37512 -1.40441 4.68828 0.0 -0.1 -0.6
H 2.40539 -4.70843 1.80845 0.1 0.0 0.3
H 3.13833 -0.05264 -2.53122 -0.2 -0.2 0.4
H 0.65428 4.61399 -2.37843 -0.2 -0.1 0.6
H 2.12165 0.09437 3.91775 0.1 -0.5 -0.4
```
Positions in Å, forces in eV/Å.